Here is a cluster of 2 separate species, C4H11S in total from OMol25. Energies are from the ωB97M-V functional and the def2-TZVPD basis.

```
16
Properties=species:S:1:pos:R:3:forces:R:3:nbo_charge:R:1
C -2.21163 1.41151 1.00019 0.2729 0.4466 0.6530 -0.627
C -2.83956 0.43804 0.02447 -0.1620 0.1900 -0.6207 -0.624
H -2.03720 2.38258 0.53091 -0.0510 0.0093 -0.0729 0.184
H -1.22518 1.07306 1.32406 -0.0772 -0.1839 -0.1165 0.262
H -2.78452 1.60376 1.91206 -0.2788 -0.0562 -0.1086 0.173
H -2.02401 -0.06703 -0.49654 -0.1589 -0.1828 -0.0287 0.254
H -3.52651 -0.29317 0.44772 0.2310 -0.1429 0.3397 0.185
H -3.43900 0.96791 -0.72571 0.0633 0.0162 -0.0100 0.173
C 2.90654 -1.48897 -0.95859 -0.4932 0.1669 0.2392 -0.623
C 2.31027 -0.37142 -0.10847 -0.3253 0.1057 0.3168 -0.514
S 0.56091 -0.66909 0.34608 0.2211 -0.0555 -0.1826 -0.739
H 2.34831 -1.53990 -1.89117 0.1082 0.0123 -0.2502 0.196
H 2.72857 -2.44309 -0.46165 0.1911 -0.0502 0.0847 0.201
H 3.97066 -1.33970 -1.14525 0.1950 -0.0658 -0.1332 0.167
H 2.39548 0.59409 -0.62235 0.0324 -0.1228 -0.1093 0.166
H 2.86690 -0.25860 0.82423 0.2312 -0.0868 -0.0007 0.167
```
Forces are in eV/Å.

Output
- energy above the lowest of the compared OMol25 structures with the same formula, charge and spin (eV) = 0.5925
- HOMO energy (eV) = -2.28
- charge = -1
- orbital gap (eV) = 6.644